(1)
Density functional theory data (the ωB97M-V functional and the def2-TZVPD basis) for C38H50BrN4O4PPt as an isolated structure.

As for the orbital gap (alpha / beta): 6.79 / 3.93 eV. Its relative energy (zero: lowest compared OMol25 entry of this formula, charge and spin) is 324.52 kJ/mol. As for the lowest unoccupied orbital energy (alpha / beta): -11.13 / -13.97 eV. As for the spin multiplicity: 5. The charge is +4.

Each line ends with the Mulliken charge.
Atoms and positions in Å:
Pt (-0.9450, -0.4613, -1.0916)  2.1055
C (1.6462, -1.9001, -3.1168)  -1.3356
O (1.2670, -2.0653, -1.7166)  -0.0717
C (2.1972, -2.5013, -0.8785)  0.4135
C (3.5241, -2.6990, -1.2201)  -0.3582
C (4.4101, -3.2333, -0.2922)  -0.9161
Br (6.1705, -3.5042, -0.7069)  0.0526
C (3.9633, -3.6060, 1.0108)  -0.5495
C (2.6553, -3.4213, 1.3910)  0.6053
C (1.7415, -2.8285, 0.4618)  0.7754
O (0.4915, -2.5869, 0.7458)  -0.4599
C (2.1666, -3.8383, 2.7028)  -0.0162
N (0.8877, -3.6176, 3.0725)  -0.1596
C (0.7475, -4.1487, 4.2987)  0.6395
C (-0.4020, -4.2080, 5.1453)  -0.8117
C (-0.2514, -4.8250, 6.3448)  -0.5812
C (1.0071, -5.3847, 6.7345)  -0.3998
C (2.1600, -5.3380, 5.9159)  -0.8349
C (1.9979, -4.7184, 4.7138)  0.5958
N (2.8632, -4.4814, 3.6511)  -0.0174
H (2.0294, -2.8439, -3.5008)  0.5920
H (2.3777, -1.0993, -3.2034)  0.5097
H (0.7269, -1.6374, -3.6295)  0.2139
H (3.8903, -2.4534, -2.2070)  0.6633
H (4.6978, -4.0344, 1.6807)  0.5773
H (0.2977, -2.9252, 1.6875)  0.6242
H (-1.3430, -3.7801, 4.8280)  0.4781
H (-1.0798, -4.9102, 7.0349)  0.4646
H (1.0760, -5.8669, 7.7024)  0.4547
H (3.0930, -5.7756, 6.2461)  0.4814
H (3.8276, -4.7787, 3.6110)  0.2540
N (-6.1750, -4.6195, -3.7940)  -0.3294
C (-5.7499, -4.2712, -2.5731)  0.1558
O (-6.2582, -4.5689, -1.5124)  -0.5228
C (-4.5111, -3.3991, -2.4634)  0.4487
C (-4.5402, -2.0390, -2.7555)  -0.5089
C (-3.4772, -1.2467, -2.3813)  -0.0677
N (-2.3982, -1.7449, -1.7460)  -0.1412
C (-2.3502, -3.0693, -1.4980)  -0.0884
C (-3.3752, -3.9167, -1.8441)  -0.7750
H (-7.0155, -5.1764, -3.8687)  0.2706
H (-5.7027, -4.3425, -4.6376)  0.2178
H (-5.3986, -1.5868, -3.2358)  0.4975
H (-3.4827, -0.1796, -2.5632)  0.4021
H (-1.4632, -3.4319, -0.9974)  0.4073
H (-3.3157, -4.9678, -1.5944)  0.4962
O (0.4884, 0.8149, -0.4230)  -0.4534
P (0.2336, 2.3317, -0.0904)  -2.2075
C (-0.9774, 2.2932, 1.2799)  0.2521
C (-1.2976, 3.6401, 1.9636)  -1.0177
C (-2.5216, 4.3358, 1.3828)  -0.3569
C (-3.7373, 3.4239, 1.4881)  -1.1353
C (-3.5237, 2.1588, 0.6542)  -0.4526
C (-2.2447, 1.4429, 1.0735)  0.5839
C (-0.2183, 3.2287, -1.5965)  0.8846
C (-1.5775, 2.8108, -2.2152)  0.1029
C (-1.4490, 2.2757, -3.6367)  -1.8452
C (-0.3791, 1.2069, -3.6523)  1.0213
C (1.0036, 1.7690, -3.3250)  -0.4184
C (0.9260, 3.1294, -2.6292)  -1.3929
C (1.7629, 3.0297, 0.5886)  0.4853
C (3.0506, 2.3080, 0.0842)  -0.3126
C (4.1099, 3.2913, -0.4113)  -0.7901
C (4.4086, 4.3862, 0.6118)  -0.7031
C (3.1217, 5.0387, 1.1623)  -1.0026
C (1.8722, 4.5599, 0.4235)  -1.0608
H (-0.3414, 1.7269, 1.9739)  0.5018
H (-0.4219, 4.2899, 1.9537)  0.0842
H (-1.4935, 3.4257, 3.0175)  0.5926
H (-2.3521, 4.6219, 0.3374)  0.1756
H (-2.6940, 5.2620, 1.9307)  0.3961
H (-4.6394, 3.9293, 1.1447)  0.4712
H (-3.9051, 3.1649, 2.5377)  0.3803
H (-3.4956, 2.4569, -0.3921)  0.0618
H (-4.3656, 1.4731, 0.7641)  0.6018
H (-2.0021, 0.5878, 0.3562)  -1.1932
H (-2.4353, 0.9068, 2.0077)  0.6738
H (-0.2769, 4.2730, -1.2715)  1.4021
H (-2.2849, 3.6372, -2.1665)  0.4580
H (-2.0232, 1.9962, -1.6336)  -0.6754
H (-1.1665, 3.0626, -4.3415)  0.4798
H (-2.4130, 1.8980, -3.9800)  0.6015
H (-0.3841, 0.5949, -4.5556)  0.6655
H (-0.6923, 0.4515, -2.8278)  -1.3929
H (1.5660, 1.8798, -4.2543)  0.6171
H (1.5665, 1.0682, -2.7047)  -0.3072
H (0.7507, 3.9125, -3.3678)  0.5190
H (1.8905, 3.3636, -2.1771)  0.1135
H (1.6586, 2.8402, 1.6631)  0.7708
H (2.8145, 1.5839, -0.7001)  -0.2666
H (3.4616, 1.7323, 0.9165)  0.4877
H (3.7925, 3.7425, -1.3557)  0.2013
H (5.0214, 2.7380, -0.6420)  0.5260
H (5.0380, 5.1402, 0.1425)  0.3949
H (4.9936, 3.9677, 1.4317)  0.3104
H (3.1806, 6.1232, 1.0930)  0.4414
H (2.9980, 4.8076, 2.2232)  0.3491
H (1.9317, 4.8309, -0.6324)  0.3542
H (0.9927, 5.0675, 0.8247)  0.5713

(2)
Density functional theory data (the ωB97M-V functional and the def2-TZVPD basis) for C38H50CdClGeN2Sb2SiTe as an isolated structure in a non-equilibrium geometry.

As for the orbital gap (alpha / beta): 5.67 / 5.54 eV. Its relative energy (zero: lowest compared OMol25 entry of this formula, charge and spin) is 81.31 kJ/mol. As for the lowest unoccupied orbital energy (alpha / beta): 4.32 / 3.77 eV. As for the spin multiplicity: 2. The charge is -2.

Each line ends with the Mulliken charge.
Atoms and positions in Å:
Cd (-0.0516, -1.1661, -0.9118)  2.7238
C (-0.9811, 2.5826, 2.9451)  -1.6661
Sb (-1.2697, 0.6391, 1.9506)  0.0985
C (-0.6536, -0.3726, 3.7613)  -1.1737
C (-3.4126, 0.6722, 2.4940)  -1.7650
C (-4.2486, 1.4258, 1.5224)  0.7462
C (-4.3732, 2.8047, 1.6742)  -0.2565
C (-5.0974, 3.5948, 0.7934)  -0.9273
C (-5.7414, 2.9889, -0.2813)  -0.6688
C (-5.6590, 1.6232, -0.4449)  -0.4924
C (-4.9234, 0.7958, 0.4347)  1.8759
C (-4.8863, -0.6099, 0.1955)  -2.4925
Sb (-3.1007, -1.4971, -1.5938)  0.4938
C (-4.4719, -3.1911, -1.6346)  -1.4798
C (-3.9594, -0.6349, -3.4163)  -1.1464
H (-1.3915, 2.5602, 3.9580)  0.4790
H (-1.4767, 3.3729, 2.3775)  0.3923
H (0.0853, 2.8112, 3.0046)  0.4113
H (-1.3464, -0.1409, 4.5731)  0.5584
H (0.3433, -0.0169, 4.0268)  0.2564
H (-0.6187, -1.4455, 3.5908)  0.3283
H (-3.4181, 1.1606, 3.4697)  0.6442
H (-3.7036, -0.3704, 2.6085)  0.5620
H (-3.8733, 3.2707, 2.5172)  0.3409
H (-5.1525, 4.6670, 0.9375)  0.3763
H (-6.3015, 3.5890, -0.9898)  0.3647
H (-6.1658, 1.1522, -1.2811)  0.2489
H (-5.6894, -1.0202, -0.4077)  0.7000
H (-4.4986, -1.2731, 0.9583)  0.3010
H (-5.5064, -2.8358, -1.6380)  0.4242
H (-4.2987, -3.7960, -0.7437)  0.3221
H (-4.2788, -3.7905, -2.5214)  0.4187
H (-4.8698, -1.1709, -3.6931)  0.4174
H (-3.2533, -0.6527, -4.2445)  0.3551
H (-4.2159, 0.4033, -3.1921)  0.1025
C (3.4026, -2.0463, -3.3995)  -0.7551
C (2.4275, -1.0058, -3.8770)  0.3206
C (2.4448, -0.5873, -5.2001)  -0.7870
C (1.4726, 0.3240, -5.6082)  -0.6414
C (0.5620, 0.7975, -4.6986)  -0.4925
C (0.6160, 0.3634, -3.3460)  0.1862
N (1.5494, -0.5497, -2.9852)  0.2092
N (-0.2360, 0.7872, -2.3837)  0.5627
Si (-0.9394, 2.3342, -2.4345)  -0.4405
C (0.4132, 3.6557, -2.7126)  -1.1250
C (-1.8241, 2.7462, -0.8232)  -0.1326
C (-2.2765, 2.7599, -3.7362)  -1.0625
H (4.3389, -1.9942, -3.9576)  0.4487
H (2.9709, -3.0410, -3.5393)  0.1919
H (3.6055, -1.9068, -2.3409)  -0.1607
H (3.1821, -0.9705, -5.8945)  0.3994
H (1.4177, 0.6405, -6.6449)  0.3745
H (-0.2212, 1.4807, -4.9975)  0.1497
H (1.2610, 3.4680, -2.0475)  0.2429
H (0.0488, 4.6690, -2.5196)  0.3663
H (0.7914, 3.6234, -3.7381)  0.3052
H (-1.1311, 2.8564, 0.0129)  0.1269
H (-2.5543, 1.9739, -0.5631)  -0.3683
H (-2.3737, 3.6855, -0.9392)  0.2883
H (-1.9860, 2.5180, -4.7616)  0.3571
H (-2.4944, 3.8315, -3.6985)  0.3444
H (-3.2059, 2.2258, -3.5237)  0.1857
C (2.3830, -3.7369, -0.0189)  -1.5475
Ge (1.9704, -1.8682, 0.6001)  0.5332
C (3.7184, -0.9671, 0.1474)  0.1378
C (4.9622, -1.5422, 0.3992)  -0.4012
C (6.1407, -0.9301, -0.0072)  -0.6778
C (6.0964, 0.2855, -0.6774)  -0.4442
C (4.8680, 0.8819, -0.9316)  -0.8217
C (3.6972, 0.2570, -0.5236)  0.1347
C (2.1730, -2.1896, 2.5867)  0.0272
C (1.7874, -3.4168, 3.0742)  -0.3815
C (1.8996, -3.7558, 4.4356)  -0.7977
C (2.4123, -2.8618, 5.3334)  -1.0120
C (2.7911, -1.5709, 4.9015)  1.4514
C (3.2750, -0.6033, 5.8150)  -0.8405
C (3.5772, 0.6645, 5.4052)  -0.4796
C (3.3957, 1.0275, 4.0557)  -1.0038
C (2.9464, 0.1076, 3.1497)  -0.5966
C (2.6483, -1.2259, 3.5266)  0.2696
H (3.2479, -4.1850, 0.4770)  0.4060
H (2.5570, -3.7172, -1.0955)  0.2155
H (1.5118, -4.3748, 0.1474)  0.4706
H (5.0086, -2.4928, 0.9229)  0.2098
H (7.0973, -1.4033, 0.1894)  0.3409
H (7.0130, 0.7596, -1.0108)  0.3381
H (4.8235, 1.8286, -1.4586)  0.3817
H (2.7380, 0.7119, -0.7572)  0.2424
H (1.3783, -4.1526, 2.3917)  0.2485
H (1.5790, -4.7352, 4.7734)  0.3744
H (2.5173, -3.1163, 6.3830)  0.3284
H (3.3843, -0.8846, 6.8578)  0.3415
H (3.9411, 1.3979, 6.1157)  0.3713
H (3.6073, 2.0425, 3.7416)  0.4237
H (2.7943, 0.3924, 2.1177)  0.3493
Te (-1.0900, -3.0650, -2.6618)  -0.9748
Cl (-1.6521, -2.3302, 1.1533)  -0.5846

(3)
Density functional theory data (the ωB97M-V functional and the def2-TZVPD basis) for C38H50HfN4OP2S2 as an isolated structure.

As for the orbital gap: 6.53 eV. As for the lowest unoccupied orbital energy: -5.90 eV. The charge is +2.

Each line ends with the Mulliken charge.
Atoms and positions in Å:
Hf (-0.4250, 0.2317, -0.2170)  0.1555
C (-5.4409, -0.2471, -1.8581)  -1.3050
C (-4.0345, 0.3286, -1.6504)  0.8997
C (-3.3965, 0.6122, -3.0111)  -1.6666
P (-3.0167, -0.6648, -0.4806)  0.5962
C (-4.0179, -0.9646, 1.0326)  0.5404
C (-5.1758, -1.9632, 0.9182)  -1.5142
C (-4.5078, 0.3740, 1.6008)  -1.6385
C (-2.3655, -2.3186, -1.0247)  0.7256
C (-3.1758, -3.4200, -1.6784)  -1.3135
C (-2.6066, -4.5804, -2.0335)  1.2101
C (-3.4469, -5.6782, -2.6220)  -2.1616
C (-1.1560, -4.9412, -1.9622)  -0.6627
C (-0.0470, -4.2508, -1.6639)  -1.9879
C (-0.0497, -2.8255, -1.3062)  0.8494
N (0.5650, -2.1741, -0.3791)  0.8972
C (1.3493, -2.7874, 0.6599)  -0.5873
C (1.5785, -4.1545, 0.7768)  -0.6610
C (2.3595, -4.6607, 1.8038)  -1.4313
C (2.9392, -3.8385, 2.7604)  0.4363
C (3.7917, -4.3819, 3.8698)  -1.4965
C (2.6760, -2.4763, 2.6637)  -0.5393
C (1.8874, -1.9451, 1.6486)  0.1431
P (1.5573, -0.1765, 1.5880)  0.6919
C (3.0845, 0.6286, 0.9677)  0.4119
C (2.8849, 2.1380, 0.8486)  -1.3483
C (3.4992, 0.0063, -0.3616)  -1.7155
C (1.1947, 0.4937, 3.2592)  0.9743
C (2.3812, 0.7332, 4.1943)  -1.4081
C (0.0903, -0.3256, 3.9250)  -1.3506
H (-5.9234, 0.3124, -2.6592)  0.4975
H (-6.0722, -0.1668, -0.9772)  0.2751
H (-5.4179, -1.2916, -2.1709)  0.1851
H (-4.1147, 1.2846, -1.1144)  0.4990
H (-3.3583, -0.2888, -3.6239)  0.3511
H (-2.3924, 1.0145, -2.9445)  0.1016
H (-4.0255, 1.3390, -3.5254)  0.5818
H (-3.2932, -1.3625, 1.7498)  0.3963
H (-6.0359, -1.5216, 0.4200)  0.2863
H (-5.4962, -2.2555, 1.9185)  0.4682
H (-4.9261, -2.8753, 0.3770)  0.3262
H (-5.2710, 0.8250, 0.9693)  0.3191
H (-3.6949, 1.0946, 1.7190)  0.3004
H (-4.9543, 0.2099, 2.5814)  0.5251
H (-4.2407, -3.2940, -1.8189)  0.0126
H (-4.4818, -5.3699, -2.7466)  0.4212
H (-3.4210, -6.5548, -1.9716)  0.3917
H (-3.0594, -5.9880, -3.5932)  0.4153
H (-0.9879, -5.9791, -2.2281)  0.5084
H (0.9038, -4.7584, -1.7416)  1.0010
H (1.1437, -4.8648, 0.0964)  0.7882
H (2.5182, -5.7300, 1.8531)  0.3941
H (4.0664, -5.4182, 3.6863)  0.3965
H (3.2576, -4.3413, 4.8205)  0.3246
H (4.7070, -3.8020, 3.9788)  0.3715
H (3.1082, -1.8201, 3.4059)  0.3363
H (3.8549, 0.4227, 1.7198)  0.6883
H (2.0455, 2.3977, 0.1902)  0.1702
H (3.7746, 2.5905, 0.4110)  0.5125
H (2.7050, 2.6190, 1.8092)  0.3044
H (2.7292, 0.1234, -1.1367)  0.3949
H (3.7138, -1.0589, -0.2764)  0.2763
H (4.3948, 0.5060, -0.7315)  0.5387
H (0.7695, 1.4707, 3.0019)  0.1713
H (2.9281, -0.1709, 4.4507)  0.2382
H (2.0082, 1.1488, 5.1310)  0.4877
H (3.0937, 1.4483, 3.7865)  0.3584
H (0.4283, -1.3297, 4.1831)  0.2879
H (-0.7924, -0.4229, 3.2849)  0.1524
H (-0.2254, 0.1663, 4.8442)  0.4805
O (-1.0669, 1.6048, 1.2334)  -0.2919
N (-1.6248, 2.8081, 1.0419)  0.1786
C (-2.2399, 3.4001, 2.0914)  -0.4191
C (-2.8028, 4.6336, 1.9257)  -0.8392
C (-2.7188, 5.2503, 0.6705)  -0.3659
C (-2.0788, 4.6211, -0.3691)  -0.8370
C (-1.5083, 3.3566, -0.1835)  0.8070
S (-0.6890, 2.4677, -1.4363)  -0.6065
H (-2.2254, 2.8274, 3.0057)  0.5286
H (-3.2930, 5.1067, 2.7617)  0.4668
H (-3.1560, 6.2268, 0.5204)  0.4334
H (-1.9978, 5.0800, -1.3435)  0.5248
N (-1.9362, -2.9486, 0.2396)  -0.1546
C (-1.1290, -1.9967, -1.9916)  0.7603
N (-0.6878, -0.5909, -2.0398)  0.4819
C (-0.0214, -0.3496, -3.2710)  0.2477
C (0.9234, 0.6314, -3.5274)  -0.2041
C (1.4358, 0.7591, -4.8141)  -1.4472
C (1.0306, -0.0987, -5.8278)  -0.8094
C (0.1165, -1.1097, -5.5639)  -0.7469
C (-0.3975, -1.2229, -4.2837)  1.3149
S (-1.5460, -2.4102, -3.7236)  -0.3325
H (-1.4508, -2.3599, 0.9108)  -0.1228
H (-2.7276, -3.3931, 0.6888)  0.5180
H (1.2917, 1.3021, -2.7569)  0.2370
H (2.1691, 1.5256, -5.0176)  0.4840
H (1.4452, 0.0042, -6.8201)  0.4226
H (-0.1828, -1.7987, -6.3408)  0.4927